[1]
{
  "formula": "C20H25Cl3FIN7O7Ta",
  "method": "the ωB97M-V functional and the def2-TZVPD basis",
  "de_lowest_ev": 0.326,
  "total_energy_ev": -95836.638,
  "charge": 2,
  "orbital_gap_ha": 0.237,
  "lumo_ha": -0.2368,
  "species": ["Ta", "O", "C", "O", "C", "O", "C", "C", "O", "O", "H", "H", "H", "H", "H", "C", "N", "C", "C", "N", "N", "C", "N", "N", "H", "H", "H", "H", "H", "H", "H", "H", "H", "H", "H", "F", "C", "C", "C", "C", "C", "C", "C", "H", "H", "H", "H", "H", "H", "I", "C", "C", "N", "N", "C", "H", "H", "H", "Cl", "C", "Cl", "Cl", "C", "O", "O"],
  "xyz": [[0.168, -0.786, 0.095], [3.377, -3.879, 0.615], [2.659, -2.797, 0.648], [1.455, -2.763, 0.890], [3.415, -1.523, 0.357], [2.596, -0.443, 0.772], [2.729, -0.120, 2.168], [1.363, -0.137, 2.824], [1.155, 0.012, 3.983], [0.393, -0.290, 1.910], [2.844, -4.679, 0.771], [4.381, -1.523, 0.862], [3.580, -1.438, -0.717], [3.375, -0.830, 2.684], [3.158, 0.877, 2.267], [-5.415, 0.049, 0.053], [-4.048, 0.544, 0.237], [-3.833, 1.993, 0.337], [-2.996, -0.271, 0.204], [-1.756, 0.123, 0.313], [-3.280, -1.619, 0.018], [-2.426, -2.652, 0.260], [-2.966, -3.870, 0.293], [-1.149, -2.437, 0.450], [-6.089, 0.898, 0.047], [-5.716, -0.606, 0.872], [-5.537, -0.455, -0.909], [-4.786, 2.469, 0.542], [-3.433, 2.390, -0.598], [-3.156, 2.235, 1.154], [-1.658, 1.106, 0.584], [-4.238, -1.857, -0.184], [-3.959, -4.024, 0.240], [-2.382, -4.687, 0.364], [-0.638, -3.275, 0.711], [4.962, 1.598, -4.059], [3.859, 1.500, -3.311], [3.917, 1.866, -1.980], [2.769, 1.756, -1.210], [1.576, 1.283, -1.754], [0.334, 1.134, -0.922], [1.551, 0.956, -3.112], [2.687, 1.057, -3.897], [4.842, 2.252, -1.572], [2.799, 2.070, -0.173], [-0.552, 1.302, -1.533], [0.311, 1.856, -0.098], [0.619, 0.642, -3.571], [2.675, 0.819, -4.952], [1.002, 6.132, 3.425], [0.080, 4.320, 3.076], [-0.342, 3.400, 4.005], [-0.897, 2.385, 3.314], [-0.840, 2.574, 1.983], [-0.254, 3.757, 1.834], [-0.286, 3.395, 5.080], [-1.197, 1.499, 3.685], [-0.098, 4.175, 0.852], [2.181, -2.782, -4.002], [0.543, -2.847, -3.380], [-0.624, -2.542, -4.645], [0.231, -4.423, -2.591], [0.365, -1.865, -2.226], [1.336, -1.649, -1.419], [-0.734, -1.354, -1.964]]
}


[2]
{
  "formula": "C20H25ClN4O",
  "method": "the ωB97M-V functional and the def2-TZVPD basis",
  "de_lowest_ev": 0.017,
  "smiles": "O=C(NCCN1CCN(Cc2ccccc2Cl)CC1)Nc1ccccc1",
  "total_energy_ev": -41677.232,
  "charge": 0,
  "orbital_gap_ha": 0.339,
  "lumo_ha": 0.0272,
  "species": ["O", "C", "N", "H", "C", "H", "C", "N", "C", "C", "N", "C", "C", "H", "H", "H", "H", "C", "C", "C", "C", "C", "C", "C", "H", "H", "H", "H", "Cl", "H", "H", "H", "H", "H", "H", "H", "H", "H", "N", "C", "C", "C", "C", "C", "C", "H", "H", "H", "H", "H", "H"],
  "xyz": [[3.615, 1.399, -2.188], [3.641, 0.672, -1.214], [3.655, 1.128, 0.065], [3.650, 0.452, 0.812], [3.187, 2.452, 0.388], [3.915, 2.954, 1.034], [1.832, 2.410, 1.107], [0.902, 1.492, 0.474], [-0.272, 1.272, 1.302], [-1.178, 0.225, 0.663], [-1.594, 0.677, -0.650], [-0.421, 0.874, -1.478], [0.476, 1.932, -0.845], [1.349, 2.076, -1.481], [-0.080, 2.884, -0.782], [-0.737, 1.218, -2.465], [0.155, -0.060, -1.599], [-2.562, -0.224, -1.244], [-3.905, -0.092, -0.576], [-4.793, -1.156, -0.466], [-6.030, -1.007, 0.140], [-6.399, 0.225, 0.648], [-5.533, 1.301, 0.544], [-4.303, 1.139, -0.064], [-3.615, 1.965, -0.153], [-5.818, 2.266, 0.935], [-7.362, 0.342, 1.121], [-6.695, -1.853, 0.210], [-4.377, -2.716, -1.100], [-2.676, 0.047, -2.299], [-2.223, -1.273, -1.205], [-2.065, 0.084, 1.285], [-0.638, -0.737, 0.600], [0.051, 0.919, 2.286], [-0.846, 2.205, 1.438], [1.990, 2.051, 2.130], [1.428, 3.436, 1.167], [3.125, 3.000, -0.554], [3.774, -0.695, -1.358], [3.428, -1.714, -0.470], [4.096, -2.935, -0.551], [3.763, -3.971, 0.301], [2.760, -3.808, 1.242], [2.077, -2.605, 1.308], [2.397, -1.562, 0.458], [1.829, -0.643, 0.488], [1.276, -2.478, 2.022], [2.504, -4.617, 1.909], [4.291, -4.910, 0.230], [4.876, -3.064, -1.287], [4.080, -0.981, -2.278]]
}


For the records above, the corresponding HOMO energy values read -12.899, -8.485 eV.
For the records above, the corresponding M values read 908.67, 372.90 g/mol.